# C18H29Br2F4N2O5S2

A 3-piece molecular cluster, C18H29Br2F4N2O5S2 overall in a non-equilibrium geometry (ωB97M-V with the def2-TZVPD basis set, OMol25).

Output
**Maximum force**: 12.27 eV Å⁻¹
**Highest occupied orbital energy**: -11.05 eV
**Frontier orbital gap**: 0.203 hartree
**Calculated total energy**: -204956.22862 eV
**Total charge**: +1

```
62
Properties=species:S:1:pos:R:3:mulliken_charge:R:1
C -1.783 -0.912 1.875 -0.721
C -0.582 -1.495 0.904 -0.045
F -1.137 -2.619 0.062 -0.386
C 0.156 -0.318 -0.021 0.731
C -1.074 0.246 -0.928 -1.010
C -0.655 1.151 -2.223 -0.559
C -1.223 0.533 -3.671 0.043
F -2.681 0.275 -3.645 -0.316
Br -0.943 1.970 -5.090 -0.039
C -0.442 -0.822 -4.155 0.530
F -1.260 -1.383 -5.296 -0.266
F -0.365 -1.904 -3.146 -0.202
Br 1.378 -0.436 -4.993 -0.050
C 1.452 -1.054 -0.688 -0.601
O 2.248 -0.379 -1.723 -0.552
C 2.594 -1.222 0.525 0.032
C 4.180 -1.225 0.107 -0.673
C 4.437 -2.626 -0.968 0.204
C 3.561 -4.049 -0.493 -0.618
O 5.187 -3.841 -0.326 -0.434
C 2.044 0.018 1.445 -0.315
N 0.815 0.548 1.030 1.063
N 0.140 1.669 1.489 -0.821
C 1.002 2.756 1.502 0.615
O 1.701 3.849 1.878 -0.369
H -1.254 -0.274 2.721 0.260
H -2.634 -0.344 1.310 0.224
H -2.271 -1.851 2.397 0.163
H 0.181 -2.038 1.644 0.188
H -1.740 0.931 -0.213 0.473
H -1.825 -0.586 -1.327 0.424
H 0.476 1.437 -2.300 0.255
H -1.238 2.187 -2.111 0.405
H 1.258 -2.164 -1.074 0.450
H 2.343 0.577 -1.373 0.513
H 2.356 -2.155 1.214 0.302
H 4.547 -0.290 -0.491 0.235
H 4.898 -1.427 1.008 0.408
H 4.557 -2.400 -2.198 0.294
H 3.706 -4.852 -1.334 0.387
H 3.522 -4.251 0.666 0.270
H 2.471 0.531 2.406 0.485
C 1.919 6.877 0.500 -0.815
S 1.084 6.052 -0.875 0.523
O 2.017 5.005 -1.407 -0.611
C 1.144 7.461 -2.007 -0.959
H 2.026 6.162 1.320 0.219
H 2.909 7.218 0.187 0.308
H 1.319 7.725 0.838 0.359
H 2.181 7.767 -2.169 0.312
H 0.568 8.291 -1.590 0.371
H 0.703 7.160 -2.962 0.316
C -5.417 -4.285 4.731 -0.970
S -4.412 -3.790 3.312 0.536
O -4.429 -2.292 3.248 -0.621
C -5.552 -4.401 2.048 -0.927
H -4.909 -3.966 5.645 0.331
H -6.400 -3.809 4.679 0.310
H -5.527 -5.372 4.741 0.370
H -6.527 -3.918 2.159 0.320
H -5.658 -5.484 2.143 0.361
H -5.141 -4.164 1.064 0.294
```



# C54H49GeN5O5PS3Ti

C54H49GeN5O5PS3Ti as an isolated structure in a non-equilibrium geometry (ωB97M-V with the def2-TZVPD basis set, OMol25).

Output
**Maximum force**: 2.36 eV Å⁻¹
**ΔE to the lowest compared entry with this formula, charge and spin**: 325.3 kJ/mol
**Highest occupied orbital energy (spin up / spin down)**: -6.04 / -6.89 eV
**Frontier orbital gap (spin up / spin down)**: 0.198 / 0.229 hartree
**Multiplicity**: 2
**<S²>**: 0.77
**Calculated total energy**: -195908.88798 eV

```
119
Properties=species:S:1:pos:R:3:lowdin_spin:R:1
Ti -0.207 0.352 -0.363 0.209
O -1.008 -2.242 -1.296 0.043
C -0.086 -1.443 -1.417 0.009
C 1.177 -1.758 -2.125 -0.001
C 1.338 -1.804 -3.509 0.000
C 2.582 -2.068 -4.054 0.000
C 3.674 -2.359 -3.249 0.001
C 3.532 -2.317 -1.875 0.000
C 2.304 -1.973 -1.320 0.001
P 2.113 -1.847 0.465 0.042
C 3.696 -1.244 1.090 0.008
C 4.244 -1.678 2.292 0.002
C 5.412 -1.100 2.759 0.001
C 6.015 -0.073 2.050 0.001
C 5.432 0.405 0.885 0.001
C 4.271 -0.172 0.407 0.001
C 1.848 -3.526 1.116 0.010
C 0.573 -3.926 1.498 0.006
C 0.379 -5.168 2.074 0.002
C 1.458 -6.019 2.257 -0.001
C 2.722 -5.646 1.830 0.002
C 2.919 -4.403 1.254 0.001
H 0.502 -1.625 -4.167 0.000
H 2.697 -2.078 -5.128 0.000
H 4.627 -2.614 -3.693 0.000
H 4.369 -2.543 -1.227 0.000
H 3.755 -2.465 2.847 0.000
H 5.854 -1.449 3.682 0.000
H 6.934 0.365 2.412 0.000
H 5.888 1.230 0.355 0.000
H 3.799 0.194 -0.497 0.000
H -0.259 -3.251 1.362 0.003
H -0.604 -5.472 2.402 0.000
H 1.312 -6.979 2.728 0.000
H 3.556 -6.319 1.964 0.000
H 3.901 -4.098 0.925 0.000
N -1.824 -0.592 0.696 0.008
C -3.035 -0.133 0.027 0.003
C -2.807 1.385 -0.166 0.001
O -3.713 2.174 0.042 -0.001
O -1.618 1.654 -0.533 0.002
H -1.818 -1.613 0.762 0.000
H -1.796 -0.209 1.660 0.001
H -3.952 -0.326 0.604 0.001
H -3.110 -0.612 -0.963 0.000
S 0.641 -0.890 2.645 0.379
C 0.835 -0.745 0.981 0.218
S -1.298 0.233 -3.251 0.001
C -0.791 0.820 -4.730 0.004
N -1.227 2.085 -5.124 0.003
C -0.952 2.580 -6.350 0.000
C -0.215 1.831 -7.220 0.002
C 0.242 0.577 -6.757 0.001
N -0.034 0.110 -5.565 0.001
H -1.814 2.594 -4.467 0.000
H -1.333 3.566 -6.580 0.000
H 0.010 2.180 -8.212 0.000
H 0.851 -0.064 -7.380 0.000
O 0.847 2.113 0.370 0.016
C 1.296 2.048 -0.784 0.004
O 1.292 0.936 -1.410 0.011
C 1.749 3.259 -1.555 0.001
C 0.573 3.596 -2.474 0.000
Ge -0.856 4.739 -1.602 0.000
C -0.315 6.505 -2.398 0.000
C 0.074 7.611 -1.656 0.000
C 0.521 8.770 -2.270 0.000
C 0.570 8.848 -3.649 0.000
C 0.153 7.769 -4.409 0.000
C -0.284 6.616 -3.785 0.000
C -1.059 5.020 0.348 0.000
C -2.312 4.809 0.909 0.000
C -2.565 5.168 2.221 0.000
C -1.574 5.762 2.982 0.000
C -0.319 5.967 2.432 0.000
C -0.062 5.595 1.124 0.000
C -2.654 4.466 -2.405 0.000
C -3.480 5.579 -2.514 0.000
C -4.740 5.481 -3.076 0.000
C -5.188 4.263 -3.562 0.000
C -4.384 3.144 -3.444 0.000
C -3.135 3.245 -2.852 0.000
H 2.630 2.992 -2.144 0.000
H 1.982 4.086 -0.884 0.000
H 0.157 2.661 -2.856 0.000
H 0.928 4.182 -3.328 0.000
H 0.023 7.566 -0.577 0.000
H 0.833 9.614 -1.671 0.000
H 0.924 9.748 -4.131 0.000
H 0.169 7.830 -5.489 0.000
H -0.618 5.777 -4.386 0.000
H -3.087 4.346 0.318 0.000
H -3.544 4.998 2.647 0.000
H -1.775 6.064 4.000 0.000
H 0.459 6.432 3.021 0.000
H 0.921 5.763 0.701 0.000
H -3.124 6.535 -2.152 0.000
H -5.375 6.353 -3.134 0.000
H -6.163 4.188 -4.023 0.000
H -4.727 2.183 -3.799 0.000
H -2.550 2.351 -2.684 0.000
N -4.804 1.365 2.736 0.000
C -4.087 0.483 3.467 0.000
S -2.442 0.676 3.568 0.001
N -4.817 -0.479 4.092 0.000
C -4.447 -1.658 4.751 0.000
C -3.155 -1.964 5.168 0.000
C -2.897 -3.188 5.760 0.000
C -3.903 -4.116 5.957 0.000
C -5.194 -3.808 5.561 0.000
C -5.464 -2.591 4.969 0.000
H -4.309 1.974 2.095 0.000
H -5.781 1.218 2.542 0.000
H -5.819 -0.412 3.949 0.000
H -2.354 -1.260 5.018 0.000
H -1.890 -3.418 6.071 0.000
H -3.690 -5.069 6.417 0.000
H -5.993 -4.521 5.699 0.000
H -6.476 -2.369 4.656 0.000
```



# C5H16N3

A 2-piece molecular cluster, C5H16N3 overall in a non-equilibrium geometry (ωB97M-V with the def2-TZVPD basis set, OMol25).

Output
**Maximum force**: 2.17 eV Å⁻¹
**ΔE to the lowest compared entry with this formula, charge and spin**: 95.9 kJ/mol
**Highest occupied orbital energy**: -14.61 eV
**Frontier orbital gap**: 0.427 hartree
**Calculated total energy**: -9908.72203 eV
**Total charge**: +1

```
24
Properties=species:S:1:pos:R:3:mulliken_charge:R:1
C -2.480 0.094 -1.456 -0.669
C -2.322 1.594 -1.128 -0.940
H -3.432 -0.287 -1.812 0.360
H -1.647 -0.282 -2.044 0.220
H -2.411 -0.416 -0.483 0.129
H -3.216 2.205 -1.259 0.375
H -1.756 2.004 -1.967 0.281
H -1.881 1.742 -0.156 0.280
C 1.941 0.419 -0.115 -0.479
C 0.974 1.568 -0.434 -0.408
C 1.115 -1.532 1.254 0.740
N 1.174 -0.812 0.143 -0.169
N 1.885 -1.229 2.322 -0.374
N 0.096 -2.373 1.424 -0.334
H 2.490 0.281 -1.047 0.254
H 2.668 0.554 0.675 0.313
H 0.011 1.151 -0.715 -0.313
H 1.306 2.178 -1.268 0.378
H 0.520 -1.102 -0.570 0.197
H 2.543 -0.527 2.222 0.168
H 2.211 -1.981 2.899 0.268
H -0.686 -2.496 0.808 0.192
H 0.052 -2.909 2.231 0.184
H 0.846 2.155 0.475 0.346
```



# C5H11N2O5S

A 2-piece molecular cluster, C5H11N2O5S overall in a non-equilibrium geometry (ωB97M-V with the def2-TZVPD basis set, OMol25).

Output
**Maximum force**: 3.58 eV Å⁻¹
**ΔE to the lowest compared entry with this formula, charge and spin**: 92.4 kJ/mol
**Highest occupied orbital energy**: -5.41 eV
**Frontier orbital gap**: 0.317 hartree
**Calculated total energy**: -29415.64431 eV
**Total charge**: -1

```
24
Properties=species:S:1:pos:R:3:mulliken_charge:R:1
C 2.002 -0.715 1.962 0.561
C 0.977 -1.861 -0.560 -1.231
C 0.646 0.537 -1.013 -1.403
C -1.151 -0.755 -0.285 -1.034
C 0.629 -0.122 1.229 0.323
N -0.364 0.241 1.904 -0.540
N 0.293 -0.564 -0.157 0.574
O 2.893 -1.211 1.278 -0.709
O -1.841 1.411 -2.098 -0.590
O 1.887 -0.591 3.142 -0.653
O -0.558 2.987 -0.734 -0.708
O -2.564 2.044 0.234 -0.562
S -1.953 2.683 -1.287 0.574
H 0.481 -2.724 -0.187 0.412
H 0.942 -1.970 -1.615 0.512
H 2.067 -1.813 -0.469 0.346
H 0.228 0.591 -1.976 0.519
H 0.280 1.583 -0.687 0.602
H 1.683 0.596 -1.230 0.387
H -1.578 -1.340 0.480 0.334
H -1.681 0.139 -0.444 0.407
H -1.269 -1.440 -1.125 0.338
H -1.780 1.906 0.763 0.321
H -0.268 0.388 2.874 0.219
```